Record 1
{"formula": "C4H9N", "method": "ωB97M-V with the def2-TZVPD basis set", "e_tot_ev": -5778.36918, "lumo_ha": 0.029, "molar_mass_g_mol": 71.12, "total_charge": 0, "de_lowest_ev": 5.4428, "elements": ["H", "H", "H", "H", "H", "H", "H", "H", "C", "C", "H", "C", "N", "C"], "positions_angstrom": [[-2.73677, -0.25121, -0.75464], [0.44851, -2.19661, 0.15586], [1.00392, 1.19872, -1.28996], [0.45493, -0.34854, 1.58241], [0.51102, -1.25688, -1.43023], [2.37585, 0.82671, -0.25095], [-2.10333, 1.28112, 0.06985], [-0.42645, -0.88798, 2.13808], [-0.82007, -0.37915, 0.04981], [1.31050, 1.05957, -0.25236], [1.10415, 1.98892, 0.27977], [0.22828, -1.28430, -0.38302], [0.56567, -0.03170, 0.38005], [-1.91622, 0.28134, -0.29468]], "forces_ev_per_a": [[0.0, 0.0, -0.1], [-0.1, 0.0, 0.1], [-0.1, 0.0, -0.1], [-1.6, -1.2, 1.2], [-0.1, 0.0, 0.1], [-0.1, 0.0, 0.2], [0.1, 0.1, 0.0], [1.3, 0.3, 0.3], [0.6, 1.3, -1.7], [-0.4, 0.0, -0.4], [0.2, -0.1, 0.1], [0.1, 0.2, 0.5], [-0.2, 0.0, -1.1], [0.3, -0.6, 0.8]], "mulliken_charge": [0.2385, 0.3001, 0.3371, -0.0068, 0.2586, 0.3265, 0.2567, 0.1547, -0.0083, -0.8793, 0.3182, -0.2498, -0.2471, -0.7992]}

Record 2
{"formula": "C3H12N4", "method": "ωB97M-V with the def2-TZVPD basis set", "e_tot_ev": -9261.98296, "lumo_ha": 0.036, "molar_mass_g_mol": 104.16, "total_charge": 0, "de_lowest_ev": 4.3215, "elements": ["H", "C", "N", "H", "H", "H", "H", "H", "H", "C", "H", "C", "H", "H", "N", "N", "N", "H", "H"], "positions_angstrom": [[-1.09549, -2.05976, 0.01643], [-0.84796, -1.53398, -0.90565], [1.29765, 1.13219, 1.71285], [0.06707, -1.95439, -1.31971], [2.87082, 0.00318, 0.19078], [-1.49537, 1.63955, 0.37626], [0.70504, 1.96090, 1.73020], [0.67227, 1.21132, -0.84999], [-1.94311, 0.07193, 1.09142], [-1.76037, 0.60558, 0.15943], [1.09773, 0.58818, 2.55566], [-0.68305, -0.06663, -0.64109], [-1.66734, -1.69593, -1.61368], [0.52473, 0.16511, -2.18688], [-0.05036, 0.71552, -1.55724], [0.93282, 0.36292, 0.56249], [1.98718, -0.51237, 0.19601], [-2.68957, 0.61009, -0.42095], [2.07731, -1.24341, 0.90365]], "forces_ev_per_a": [[0.0, 0.0, 0.0], [0.2, 0.1, 0.2], [-0.6, -0.9, 0.5], [0.0, 0.0, 0.0], [-0.3, -0.1, 0.1], [0.0, 0.0, 0.0], [0.1, -0.2, 0.0], [-1.1, -0.7, -0.9], [0.0, 0.0, 0.0], [0.1, -0.1, 0.1], [0.0, 0.2, 0.2], [0.4, 0.3, 0.7], [0.0, 0.1, 0.0], [-0.1, -0.1, 0.0], [0.6, 0.5, -0.1], [0.6, 1.2, -1.1], [-0.2, -0.3, 0.3], [0.1, 0.0, 0.0], [0.2, 0.0, 0.0]], "mulliken_charge": [0.3179, -1.4898, -0.8305, 0.4094, 0.2534, 0.3369, 0.2313, 0.4451, 0.3017, -1.4610, 0.2074, 1.3541, 0.3691, 0.3203, -0.7309, 0.0138, -0.6120, 0.3732, 0.1906]}

Record 3
{"formula": "CH4I2NOP", "method": "ωB97M-V with the def2-TZVPD basis set", "e_tot_ev": -30128.17853, "lumo_ha": -0.016, "molar_mass_g_mol": 330.83, "total_charge": 0, "de_lowest_ev": 1.3221, "elements": ["H", "I", "N", "O", "P", "C", "H", "I", "H", "H"], "positions_angstrom": [[2.99671, 1.32102, 0.11531], [-3.00813, 1.49888, 0.01247], [-1.23758, 0.39100, 0.30027], [1.22683, 0.11379, 0.28415], [0.04295, 1.15896, -0.05884], [2.60758, 0.23390, 0.16495], [2.91380, -0.44074, -0.64133], [-4.56827, -2.60480, -0.06605], [-4.12368, -1.51318, -1.14016], [3.14980, -0.15882, 1.02924]], "forces_ev_per_a": [[-0.8, -1.6, -0.6], [1.1, -0.6, 0.1], [-1.9, -0.2, 0.2], [-1.4, -0.2, 0.6], [1.5, 0.8, -0.3], [1.8, 1.2, -0.1], [0.2, 0.7, -0.3], [-0.1, -0.2, 0.1], [0.1, 0.1, -0.1], [-0.6, -0.1, 0.4]], "mulliken_charge": [0.2554, 0.1027, -0.3015, -0.2208, 0.2449, -0.5464, 0.2421, -0.0745, 0.0645, 0.2334]}

Record 4
{"formula": "C15H14N3O3RhS7", "method": "ωB97M-V with the def2-TZVPD basis set", "e_tot_ev": -105249.28120, "lumo_ha": [-0.010, -0.079], "molar_mass_g_mol": 611.67, "total_charge": 0, "spin_multiplicity": 5, "elements": ["S", "C", "S", "C", "O", "H", "C", "C", "C", "S", "C", "Rh", "H", "S", "O", "C", "O", "H", "H", "H", "N", "H", "C", "H", "C", "S", "C", "H", "C", "S", "C", "C", "H", "H", "C", "H", "C", "H", "H", "N", "H", "N", "S"], "positions_angstrom": [[-4.61491, 2.69777, -2.35426], [-2.95513, 2.22224, -2.29909], [-2.49135, 0.75724, -3.04327], [-2.38999, -0.01949, 3.59579], [1.59522, 0.12056, -1.36093], [-2.65328, -1.07446, 3.55839], [4.43830, 0.07744, -0.72258], [1.94992, 0.13667, -0.12444], [-3.27841, 0.79738, 2.67640], [-0.66626, 0.18940, 3.07620], [5.08097, -0.10594, 1.98846], [-0.48254, 0.34337, -1.72591], [-3.17613, 1.86343, 2.86746], [-2.77523, 0.45370, 0.97272], [-0.52308, -2.01262, -1.84194], [-1.43241, -2.81897, -1.62945], [4.16330, 0.17244, -2.05099], [-2.97518, -1.48067, -1.53644], [-0.46288, -4.44749, -0.68706], [6.55410, 0.02066, -1.05502], [1.13188, 0.20233, 0.90303], [-2.00920, -4.90832, -1.44068], [-2.08840, 3.12807, -1.66245], [-4.32583, 0.51159, 2.76742], [-1.06469, 0.30702, 1.37307], [-2.84698, 4.58777, -1.07488], [3.76393, -0.03119, 1.57486], [-3.43487, -3.13328, -1.29958], [-4.47876, 4.21326, -1.51225], [-5.73846, 5.21214, -1.27110], [-1.11858, -4.28709, -1.54362], [6.08994, -0.08760, 1.03582], [4.99857, 0.18971, -2.52703], [7.13001, -0.14300, 1.33467], [3.40573, 0.05941, 0.22687], [5.32075, -0.17707, 3.04228], [5.76796, 0.00367, -0.30456], [-2.45782, 0.32971, 4.62565], [2.96141, -0.04169, 2.29702], [-2.71371, -2.45309, -1.44278], [-0.56956, -4.57666, -2.43811], [-0.17673, 0.30656, 0.47195], [-0.45161, 2.89509, -1.43966]], "forces_ev_per_a": [[-0.1, -0.1, 0.0], [0.0, 0.0, 0.0], [-0.1, 0.0, 0.1], [0.0, 0.1, 0.1], [0.0, 0.0, 0.3], [0.0, 0.0, 0.0], [0.0, 0.0, 0.0], [0.2, 0.0, -0.2], [-0.1, 0.0, 0.0], [0.0, 0.0, 0.0], [0.0, 0.0, 0.0], [0.6, -0.1, 0.0], [0.0, 0.0, 0.0], [0.1, 0.0, 0.0], [-0.4, 0.0, 0.0], [0.1, 0.1, 0.0], [-0.1, 0.0, 0.1], [0.0, 0.0, 0.0], [0.0, 0.0, 0.0], [0.0, 0.0, 0.0], [-0.1, 0.1, -0.2], [0.1, 0.0, 0.0], [0.0, 0.0, 0.0], [0.0, 0.0, 0.0], [-0.2, 0.0, 0.3], [0.0, 0.0, 0.1], [0.0, 0.0, 0.0], [0.0, -0.1, 0.0], [0.1, 0.1, -0.3], [-0.1, 0.0, 0.1], [-0.1, -0.1, 0.0], [0.0, 0.0, 0.0], [0.1, 0.0, -0.1], [0.0, 0.0, 0.0], [0.0, 0.0, -0.1], [0.0, 0.0, -0.1], [0.0, 0.0, 0.0], [-0.1, 0.0, 0.0], [0.0, 0.0, 0.0], [0.2, 0.1, -0.1], [0.0, 0.0, 0.0], [0.0, -0.1, -0.4], [0.0, 0.0, 0.1]], "lowdin_spin": [0.0404, 0.2235, 0.2678, 0.0008, 0.1283, -0.0001, -0.0001, 0.0119, 0.0012, 0.0047, 0.0003, 2.4000, 0.0002, 0.0036, 0.0642, 0.0060, 0.0010, 0.0068, 0.0000, 0.0000, 0.0184, 0.0005, 0.1358, 0.0001, 0.0086, -0.0124, 0.0008, -0.0001, 0.0084, 0.1241, 0.0032, -0.0002, 0.0001, 0.0000, 0.0041, 0.0001, 0.0001, 0.0004, 0.0002, 0.0038, 0.0000, 0.1003, 0.4429]}

Record 5
{"formula": "C41H50F6N7OPtSb3", "method": "ωB97M-V with the def2-TZVPD basis set", "e_tot_ev": -94949.24695, "lumo_ha": [-0.332, -0.332], "molar_mass_g_mol": 1331.25, "total_charge": 3, "spin_multiplicity": 2, "elements": ["H", "H", "H", "C", "N", "H", "C", "F", "H", "H", "F", "C", "C", "H", "F", "C", "Sb", "H", "H", "C", "H", "H", "H", "H", "C", "H", "H", "H", "H", "F", "O", "C", "H", "H", "H", "H", "H", "C", "C", "H", "C", "H", "C", "C", "H", "H", "C", "F", "H", "H", "H", "C", "H", "C", "H", "C", "N", "C", "H", "H", "H", "C", "H", "N", "C", "H", "H", "H", "H", "Sb", "H", "C", "Sb", "C", "C", "H", "C", "C", "N", "C", "C", "F", "C", "C", "C", "C", "C", "C", "C", "N", "C", "C", "N", "N", "H", "H", "C", "H", "H", "H", "C", "H", "C", "H", "Pt", "C", "H", "C", "H"], "positions_angstrom": [[4.08298, 2.04103, -1.32503], [-3.44578, 3.28619, -4.06704], [-3.04473, -2.34091, 4.63681], [-2.84919, 3.27101, -3.16475], [-0.03495, 0.52698, 1.63142], [-5.04773, 1.64077, 3.60842], [-1.32984, -1.34710, -4.02669], [1.40637, -1.66210, 2.24711], [-2.10137, -1.71643, -4.69039], [4.45526, -4.16318, -4.17347], [0.97035, -2.90182, 4.55508], [4.99661, -0.79438, -2.35773], [-3.58994, -3.46413, 1.71637], [-3.45181, 0.06363, -0.37150], [2.69278, -1.14790, 5.88357], [-3.47144, -0.49192, 2.11950], [1.06051, 1.82523, -2.01312], [-2.66434, -1.12519, -2.35641], [4.19062, 2.63965, 0.31352], [5.97047, -1.28715, -3.21485], [6.53432, -2.87801, -4.53615], [3.53039, 0.86414, -3.81593], [1.94807, -4.27033, 2.54446], [0.21709, -1.50927, -5.51299], [3.33990, 3.47247, -5.96141], [2.92526, 0.70181, 1.20431], [-4.27069, 4.39801, -2.02382], [-1.24698, 2.17167, -4.06928], [-6.23051, 1.19204, 1.51362], [0.54156, -0.34478, 4.43431], [-2.44016, -0.76357, 1.40103], [-2.60959, -1.40607, 4.27680], [3.85682, 3.88393, -6.81781], [-0.24774, -6.56190, 2.65498], [1.98447, -0.68891, -4.03118], [-5.42652, -1.33205, 4.21825], [4.36510, 0.16409, 0.34157], [4.60136, -3.21583, -3.67219], [-4.44752, 0.26647, 0.00321], [1.58575, -5.34485, 1.21323], [3.81576, -1.50899, -2.15663], [-5.16964, -0.38180, -0.49827], [-1.30744, 3.27280, -0.83829], [1.31901, -4.38541, 1.65863], [1.37887, 1.10617, 4.50848], [-1.68401, -1.62533, 3.75976], [0.66488, -0.39865, -2.32918], [2.90786, 0.07927, 3.42453], [2.30452, 3.77218, -0.92471], [1.61100, 4.61596, 4.93148], [-2.91159, 4.39363, 0.03702], [-2.25917, -4.02404, 2.04970], [-3.53278, -2.56525, 1.11623], [-2.08979, -5.38069, 2.47088], [0.68489, 4.11373, -3.96718], [3.79989, 2.29961, -5.37460], [-4.50128, 0.05570, 1.44345], [-2.54840, 3.89658, -0.85268], [-2.37092, -0.78270, 5.13797], [-6.46681, -0.49853, 1.94493], [1.87356, 5.03833, -5.90510], [-0.11161, -4.43250, 2.02357], [-6.55961, 0.82952, 4.01248], [-3.57926, -0.70683, 3.43750], [2.23554, 2.77105, -0.49182], [1.54830, -3.58843, 0.95884], [-4.70382, 1.30313, -0.21848], [-4.54359, -0.15882, 5.18656], [6.88981, -0.73556, -3.36026], [2.08211, -1.44835, 4.16448], [5.17894, 0.14142, -1.84392], [3.56074, 2.05515, -0.36560], [2.33287, -0.98670, -0.73954], [-0.75901, -5.63463, 2.45211], [0.96652, -0.73504, -3.67111], [-0.91507, -0.29357, -0.83870], [-4.82678, -0.41816, 4.16757], [-3.31197, 3.89653, -2.01151], [-1.04044, -3.43509, 1.85760], [-1.61312, 2.64512, -3.16516], [-0.02441, -1.22057, -4.49875], [3.46897, -2.55148, 3.59521], [-1.64963, -1.01308, -2.71418], [-5.59861, 0.70243, 3.51713], [3.62859, -2.72863, -2.81262], [3.40180, 0.66806, 0.22415], [1.04995, 2.98892, 3.81575], [2.22622, 4.12254, -5.45052], [-0.67110, -0.53175, -1.86959], [1.20907, 4.28547, 4.07059], [2.01186, 2.41010, -3.78193], [-5.79512, 0.35725, 2.06139], [0.58550, 2.66983, 2.60343], [1.33557, 2.08927, 4.74988], [-4.13621, -4.22234, 1.15130], [1.74096, 2.37117, 5.62782], [3.14344, 1.76553, -4.27696], [0.97524, 4.95787, 3.36178], [2.72557, -3.31044, -2.65288], [1.67295, 2.79985, 0.44165], [-0.85063, 2.65290, -1.99798], [-4.17603, -3.28367, 2.62262], [5.77078, -2.49329, -3.87346], [-0.71488, 3.27753, 0.07024], [-0.58238, -1.42786, 1.75484], [0.26515, 1.51010, 2.18711], [4.67628, 1.80223, -5.76826], [1.55709, 3.59828, -4.35223], [-2.90016, -6.05836, 2.68764]], "forces_ev_per_a": [[0.0, 0.0, 0.0], [0.0, 0.0, 0.0], [0.0, 0.0, 0.0], [0.0, 0.0, 0.0], [-0.1, -0.1, 0.2], [0.0, 0.0, 0.0], [0.0, 0.0, -0.1], [0.0, -0.3, 0.1], [0.0, 0.0, 0.0], [0.0, 0.0, 0.0], [0.0, 0.0, -0.1], [0.0, 0.0, 0.0], [0.0, -0.1, 0.0], [0.0, 0.0, 0.0], [0.0, 0.1, 0.0], [0.0, 0.2, 0.1], [0.0, 0.1, -0.6], [0.0, 0.0, 0.0], [0.0, 0.0, 0.0], [0.0, 0.0, 0.0], [0.0, 0.0, 0.0], [0.0, 0.0, 0.0], [0.0, 0.0, 0.0], [0.0, 0.0, 0.0], [0.0, 0.0, 0.0], [0.1, 0.1, 0.0], [0.0, 0.0, 0.0], [0.0, 0.0, 0.0], [0.0, 0.0, 0.0], [0.1, -0.5, -0.1], [0.1, -0.2, -0.2], [0.0, 0.0, 0.0], [0.0, 0.0, 0.0], [0.0, 0.0, 0.0], [0.0, 0.2, 0.0], [0.0, 0.0, 0.0], [0.0, 0.1, 0.1], [0.0, 0.0, 0.0], [0.0, 0.0, 0.0], [0.0, 0.0, 0.0], [-0.1, 0.1, 0.0], [0.0, 0.0, 0.0], [0.0, 0.0, 0.0], [0.0, 0.0, 0.0], [-0.3, 0.6, 0.2], [0.0, 0.0, 0.0], [0.0, 1.1, 0.2], [0.0, 0.0, 0.0], [0.0, 0.0, 0.0], [0.0, 0.0, 0.0], [0.0, 0.0, 0.0], [-0.1, 0.0, 0.0], [0.0, -0.2, 0.0], [0.0, 0.0, 0.0], [0.0, 0.0, 0.0], [0.0, 0.0, 0.0], [0.0, 0.0, 0.0], [0.0, 0.0, 0.0], [0.0, 0.0, 0.0], [0.0, 0.0, 0.0], [0.0, 0.0, 0.0], [0.0, 0.0, 0.0], [0.0, 0.0, 0.0], [0.0, 0.0, 0.0], [-0.2, -0.4, 0.0], [0.0, 0.0, 0.0], [0.0, 0.0, 0.0], [0.0, 0.0, 0.0], [0.0, 0.0, 0.0], [-0.1, -0.8, -0.1], [0.0, 0.0, 0.0], [0.1, 0.1, 0.1], [0.3, -0.6, 0.3], [0.0, 0.0, 0.0], [0.0, -0.2, 0.1], [0.0, 0.1, 0.0], [0.0, 0.0, 0.0], [0.0, 0.0, 0.0], [0.1, 0.0, 0.0], [0.0, 0.0, 0.0], [0.0, -0.1, 0.0], [0.0, 0.1, 0.0], [0.0, 0.0, 0.1], [0.0, 0.0, 0.0], [0.0, 0.0, -0.1], [-0.3, -0.2, -0.2], [0.3, -0.2, 0.6], [0.0, 0.0, 0.0], [0.0, -0.4, 0.0], [0.0, 0.0, -0.1], [0.0, 0.1, 0.1], [0.0, 0.0, 0.0], [-0.2, 0.2, -0.5], [0.2, 0.6, -0.2], [0.0, 0.0, 0.1], [0.0, 0.0, 0.0], [0.0, 0.0, 0.0], [-0.1, 0.0, 0.0], [0.0, 0.0, 0.0], [0.0, 0.1, -0.1], [0.1, 0.0, 0.1], [0.0, 0.0, 0.0], [0.0, 0.0, 0.0], [0.0, 0.0, 0.0], [-0.2, 0.4, -0.1], [0.1, 0.0, 0.1], [0.0, 0.0, 0.0], [0.0, 0.0, -0.1], [0.0, 0.0, 0.0]], "lowdin_spin": [0.0000, 0.0000, 0.0006, 0.0000, 0.0000, 0.0000, 0.0000, 0.0001, 0.0000, 0.0000, 0.0023, 0.0000, 0.0505, 0.0000, 0.0000, 0.0001, 0.0000, 0.0000, 0.0000, 0.0000, 0.0000, 0.0000, 0.0211, 0.0000, 0.0000, 0.0000, 0.0000, 0.0000, 0.0000, 0.0000, 0.0001, 0.0016, 0.0000, 0.0015, 0.0000, 0.0002, 0.0000, 0.0000, 0.0000, 0.0084, 0.0000, 0.0000, 0.0000, 0.0517, 0.0000, 0.0004, 0.0001, 0.0000, 0.0000, 0.0000, 0.0000, 0.2968, 0.0005, 0.1051, 0.0000, 0.0000, -0.0001, 0.0000, 0.0002, 0.0000, 0.0000, 0.2981, 0.0000, 0.0008, 0.0000, 0.0021, 0.0000, 0.0000, 0.0000, 0.0001, 0.0000, 0.0000, 0.0001, 0.1132, 0.0000, 0.0000, 0.0003, 0.0000, 0.0152, 0.0000, 0.0000, 0.0010, 0.0000, 0.0000, 0.0000, 0.0001, -0.0001, 0.0000, 0.0000, 0.0000, 0.0000, 0.0000, -0.0002, 0.0000, 0.0114, 0.0000, 0.0000, 0.0000, 0.0000, 0.0000, 0.0000, 0.0189, 0.0000, 0.0000, -0.0028, -0.0003, 0.0000, 0.0000, 0.0011]}